Record 1
Molecular formula: C53H51BCrN7OP2S2Sb
Method: DFT, the ωB97M-V functional and the def2-TZVPD basis

The geometry in XYZ format:
```
119
Properties=species:S:1:pos:R:3:forces:R:3
Cr -0.735 -0.218 0.064 0.552 0.143 0.165
S -1.130 1.077 2.364 0.009 0.063 -0.089
P -2.089 -0.688 2.262 -0.134 -0.124 -0.141
C -1.204 -1.815 1.351 0.081 0.039 0.001
P 0.416 -2.108 1.786 -0.119 0.025 -0.001
S 1.577 -0.676 0.946 -0.070 -0.098 -0.105
C 0.658 -2.229 3.583 0.015 0.017 -0.013
C 1.304 -1.224 4.291 -0.002 0.010 0.005
C 1.343 -1.270 5.679 -0.004 0.001 0.001
C 0.728 -2.310 6.359 0.005 0.000 -0.003
C 0.074 -3.314 5.654 -0.004 -0.002 -0.008
C 0.041 -3.275 4.270 0.000 -0.018 0.008
C 0.960 -3.713 1.143 -0.018 -0.023 -0.018
C 2.145 -4.293 1.585 0.016 -0.006 -0.006
C 2.601 -5.468 1.009 0.006 0.006 0.011
C 1.880 -6.062 -0.020 -0.011 -0.002 -0.015
C 0.699 -5.484 -0.464 0.021 0.005 0.005
C 0.235 -4.314 0.120 0.005 -0.022 0.015
C -2.757 -1.264 3.838 -0.007 0.027 0.019
C -2.466 -0.604 5.025 -0.002 -0.009 0.008
C -2.940 -1.109 6.228 0.001 -0.002 -0.005
C -3.705 -2.266 6.241 0.004 0.003 0.008
C -3.996 -2.926 5.053 -0.004 -0.009 -0.013
C -3.518 -2.430 3.851 0.004 -0.003 0.013
C -3.392 -0.299 1.085 0.025 0.012 0.029
C -4.764 0.428 1.106 -0.048 -0.019 -0.009
C -6.180 -0.691 -0.688 -0.036 -0.062 0.003
C -6.140 -1.843 -1.375 -0.021 0.050 0.014
C -4.876 -2.564 -1.517 0.046 -0.028 0.006
C -3.737 -2.133 -0.961 -0.015 -0.021 0.019
H 1.754 -0.402 3.747 0.001 -0.005 -0.006
H 1.845 -0.483 6.228 -0.001 -0.001 0.003
H 0.749 -2.338 7.442 0.001 0.004 0.000
H -0.419 -4.120 6.183 0.002 0.001 0.003
H -0.480 -4.049 3.716 0.002 0.002 -0.004
H 2.715 -3.820 2.378 -0.004 0.007 0.000
H 3.523 -5.918 1.357 0.000 -0.002 -0.003
H 2.243 -6.974 -0.478 0.000 -0.002 0.002
H 0.140 -5.937 -1.274 0.001 -0.007 0.001
H -0.684 -3.848 -0.213 -0.007 0.019 0.006
H -1.858 0.293 4.997 -0.004 0.002 -0.005
H -2.707 -0.601 7.155 -0.001 -0.002 0.002
H -4.077 -2.657 7.180 0.000 -0.002 0.000
H -4.598 -3.826 5.064 0.000 0.001 0.002
H -3.726 -2.944 2.920 -0.001 0.002 -0.002
H -4.699 1.515 1.183 0.000 0.009 -0.013
H -7.101 -0.153 -0.493 -0.001 0.005 -0.004
H -7.049 -2.251 -1.790 0.003 -0.006 0.000
H -4.876 -3.504 -2.055 -0.003 0.005 -0.005
H -2.818 -2.696 -0.997 -0.004 0.012 -0.007
N -6.461 -0.470 2.879 -0.037 0.018 -0.028
C -5.716 -0.079 2.098 0.060 -0.036 0.057
N -5.016 -0.086 -0.260 0.041 0.012 0.016
C -3.728 -0.842 -0.267 0.016 -0.007 -0.011
N -2.708 0.144 -0.151 -0.232 -0.138 0.004
C 3.390 -2.794 -3.207 -0.012 -0.025 0.007
C 4.345 -1.782 -3.791 0.019 -0.008 0.017
C 5.435 -2.225 -4.539 -0.014 -0.013 0.019
C 6.344 -1.334 -5.089 0.003 0.010 -0.011
C 6.169 0.028 -4.903 0.003 -0.005 -0.008
C 5.084 0.479 -4.164 0.002 -0.053 0.013
C 4.171 -0.405 -3.598 0.043 0.035 0.068
Sb 2.464 0.299 -2.453 -0.125 -0.028 -0.084
C 1.873 1.610 -4.078 -0.005 -0.026 0.030
C 1.107 0.862 -4.979 0.010 0.010 -0.030
C 0.635 1.400 -6.164 -0.015 0.019 0.018
C 0.903 2.729 -6.459 0.014 0.000 -0.002
C 1.647 3.486 -5.570 -0.025 -0.001 0.007
C 2.142 2.949 -4.380 0.010 0.066 0.079
C 2.922 3.859 -3.465 0.114 0.029 -0.234
C 3.502 1.526 -1.013 0.043 -0.051 0.037
C 2.952 2.757 -0.660 -0.154 -0.105 0.204
C 3.468 3.514 0.380 -0.029 -0.010 -0.009
C 4.549 3.033 1.101 0.022 -0.015 -0.018
C 5.076 1.789 0.791 0.006 0.021 0.010
C 4.559 1.013 -0.245 -0.038 0.035 0.013
C 5.113 -0.372 -0.453 -0.028 -0.012 -0.026
H 3.727 -3.809 -3.417 0.005 0.001 0.001
H 2.383 -2.683 -3.617 -0.002 0.014 -0.002
H 3.299 -2.686 -2.123 -0.002 -0.004 -0.007
H 5.570 -3.291 -4.690 0.001 0.000 0.000
H 7.184 -1.705 -5.665 0.000 0.000 0.001
H 6.870 0.735 -5.330 -0.005 0.001 0.002
H 4.952 1.545 -4.025 -0.031 0.095 0.013
H 0.861 -0.172 -4.755 -0.020 -0.011 0.039
H 0.055 0.784 -6.841 -0.010 0.016 0.007
H 0.535 3.174 -7.376 0.008 -0.005 -0.002
H 1.860 4.525 -5.800 0.002 -0.003 -0.003
H 3.421 4.642 -4.038 -0.001 0.005 -0.032
H 3.671 3.318 -2.891 0.018 0.047 -0.129
H 2.268 4.349 -2.740 0.007 0.046 -0.125
H 2.081 3.121 -1.191 0.050 -0.113 0.184
H 3.014 4.464 0.635 0.001 0.003 0.008
H 4.964 3.609 1.920 -0.003 0.000 0.001
H 5.893 1.390 1.383 0.000 0.006 0.001
H 5.737 -0.660 0.394 0.003 -0.003 -0.013
H 5.709 -0.447 -1.363 0.006 0.018 -0.049
H 4.304 -1.105 -0.524 -0.007 0.007 -0.002
C -4.683 2.614 -2.328 -0.052 0.001 0.047
N -3.264 2.370 -2.425 0.049 0.094 -0.057
C -2.308 2.802 -1.419 -0.025 -0.054 0.022
C -1.156 1.854 -1.717 -0.189 -0.011 0.035
O -0.190 1.694 -0.948 0.092 -0.172 0.019
N -1.409 1.127 -2.809 0.138 0.130 -0.115
C -2.689 1.354 -3.096 -0.145 -0.028 -0.040
N -3.332 0.594 -3.990 -0.082 0.209 0.079
H -4.843 3.636 -1.986 0.012 0.016 -0.012
H -5.159 1.921 -1.628 0.029 0.013 -0.040
H -5.147 2.524 -3.311 0.004 0.007 -0.010
H -2.657 2.582 -0.409 -0.006 0.064 -0.020
H -2.031 3.853 -1.523 0.020 0.006 -0.024
H -2.834 -0.244 -4.268 0.066 -0.091 -0.043
H -4.335 0.545 -3.972 -0.020 0.025 0.025
B -1.180 -2.419 -4.088 0.042 0.052 -0.023
C -0.851 -1.821 -2.666 -0.021 -0.129 0.084
N -0.653 -1.383 -1.620 0.011 0.164 0.229
H -1.787 -3.457 -3.928 0.007 0.000 0.002
H -0.132 -2.585 -4.676 -0.015 -0.009 -0.039
H -1.872 -1.598 -4.675 0.099 -0.121 -0.025
```
Forces are in eV/Å.

Values from the calculation:
- max |F| (eV/A) = 0.59
- net charge = -1
- ΔE to the lowest compared entry with this formula, charge and spin (eV) = 3.823
- multiplicity = 4
- lowest unoccupied orbital energy (alpha / beta) (eV) = 2.334 / 2.332



Record 2
Molecular formula: C53H51BrGeN6O4SiTi
Method: DFT, the ωB97M-V functional and the def2-TZVPD basis

The geometry in XYZ format:
```
118
Properties=species:S:1:pos:R:3:forces:R:3
Ti 0.437 -0.010 0.083 0.574 0.200 0.240
O -0.649 3.601 1.499 0.028 0.023 0.028
C -0.736 2.404 1.383 -0.168 0.005 -0.021
N -0.802 1.684 0.195 0.187 -0.068 -0.046
C -1.439 2.227 -0.885 -0.075 0.025 0.014
O -2.036 3.278 -0.969 -0.014 -0.010 -0.008
C -1.453 1.257 -2.040 -0.026 0.005 -0.018
C -2.203 1.518 -3.172 -0.001 -0.003 -0.019
C -2.270 0.550 -4.160 -0.004 0.016 0.002
C -1.585 -0.641 -3.976 -0.001 -0.024 0.022
C -0.836 -0.809 -2.825 0.033 0.003 -0.022
N -0.763 0.124 -1.875 0.027 -0.132 0.005
C -0.829 1.503 2.591 -0.014 0.011 0.018
C -0.937 2.042 3.859 0.016 0.000 0.019
C -1.070 1.173 4.930 -0.001 0.013 -0.001
C -1.088 -0.191 4.691 0.008 -0.004 -0.015
C -0.954 -0.638 3.385 0.123 -0.059 0.006
N -0.826 0.189 2.353 -0.059 0.085 -0.088
H -2.722 2.464 -3.234 -0.001 0.000 0.004
H -2.852 0.717 -5.057 0.001 0.001 -0.001
H -1.610 -1.428 -4.717 0.001 -0.002 0.000
H -0.259 -1.711 -2.661 -0.003 0.007 -0.006
H -0.898 3.116 3.977 -0.009 -0.002 -0.001
H -1.153 1.556 5.939 0.004 0.003 -0.002
H -1.192 -0.906 5.496 0.000 -0.003 -0.001
H -0.934 -1.700 3.161 -0.003 -0.002 -0.003
Br -2.409 -5.292 5.534 -0.005 -0.004 -0.002
C -2.070 -5.885 3.769 0.015 0.010 -0.004
C -3.121 -6.318 2.978 0.004 -0.009 0.001
C -2.854 -6.749 1.689 0.044 -0.040 0.034
C -1.562 -6.688 1.179 -0.025 -0.102 0.130
C -0.511 -6.282 1.992 -0.012 -0.055 -0.007
C -0.767 -5.894 3.297 -0.006 0.037 0.016
N -1.384 -7.209 -0.147 -0.061 -0.022 0.018
N -0.740 -6.615 -1.018 0.114 0.000 -0.046
C -0.194 -5.304 -0.817 0.046 0.053 -0.036
C 1.111 -5.111 -1.196 -0.032 -0.011 -0.001
C 1.761 -3.866 -1.092 -0.006 0.000 0.061
C 1.071 -2.768 -0.625 -0.105 -0.024 -0.099
O 1.550 -1.551 -0.517 -0.152 0.007 -0.064
C -0.307 -2.952 -0.281 -0.017 0.002 0.014
N -0.937 -1.814 0.107 -0.073 0.086 0.148
C -2.221 -1.849 0.377 0.012 -0.011 -0.014
C -2.977 -3.025 0.243 0.024 -0.004 -0.010
C -2.357 -4.182 -0.145 -0.072 0.043 -0.067
C -0.966 -4.188 -0.392 0.006 0.028 -0.016
H -4.128 -6.337 3.369 -0.002 0.004 0.000
H -3.647 -7.131 1.059 -0.014 -0.002 0.007
H 0.505 -6.282 1.619 -0.001 0.003 -0.026
H 0.041 -5.600 3.951 0.040 0.050 0.006
H 1.653 -5.964 -1.586 0.010 0.006 0.001
H 2.794 -3.758 -1.393 0.002 -0.004 0.006
H -2.675 -0.916 0.690 0.001 -0.005 0.009
H -4.040 -3.001 0.437 -0.003 0.002 0.002
H -2.934 -5.087 -0.281 0.021 0.101 -0.036
C 0.982 1.341 -6.456 0.004 -0.001 -0.007
C 1.694 1.552 -5.125 -0.011 0.004 0.007
C 2.006 0.237 -4.423 -0.013 -0.002 -0.002
C 2.759 0.382 -3.104 0.038 0.007 0.021
Ge 2.036 1.363 -1.525 -0.094 0.082 0.056
C 1.438 3.240 -1.806 -0.016 0.005 -0.037
C 2.601 4.233 -1.846 0.006 0.016 0.001
C 3.521 4.087 -3.051 -0.008 -0.004 -0.008
C 4.685 5.069 -3.014 -0.002 0.007 0.000
H 0.796 2.285 -6.969 -0.008 0.002 0.004
H 0.018 0.846 -6.308 0.004 -0.007 -0.001
H 1.575 0.710 -7.121 0.004 0.007 -0.002
H 1.076 2.176 -4.474 -0.002 -0.002 -0.010
H 2.623 2.108 -5.283 -0.001 -0.008 0.001
H 2.602 -0.384 -5.104 0.004 0.009 -0.005
H 1.072 -0.308 -4.276 0.026 -0.004 -0.001
H 3.722 0.868 -3.294 -0.001 -0.021 -0.008
H 3.001 -0.607 -2.703 -0.022 -0.005 0.003
H 3.334 1.565 -0.716 0.018 0.036 0.009
H 0.798 3.496 -0.959 -0.002 -0.011 0.007
H 0.817 3.346 -2.700 0.000 -0.002 0.004
H 3.200 4.126 -0.934 -0.011 -0.015 0.005
H 2.203 5.254 -1.830 0.012 0.003 0.000
H 2.940 4.231 -3.967 0.002 -0.006 0.003
H 3.910 3.065 -3.092 0.006 0.013 0.011
H 4.326 6.101 -2.989 0.000 -0.001 -0.001
H 5.332 4.962 -3.885 0.000 -0.001 -0.001
H 5.295 4.911 -2.122 0.000 0.000 -0.002
O 1.685 0.499 1.325 -0.169 -0.169 -0.225
Si 2.918 0.589 2.397 -0.017 -0.123 0.002
C 4.569 0.817 1.555 -0.012 -0.014 0.026
C 4.963 -0.117 0.591 0.014 -0.006 0.016
C 6.181 -0.002 -0.058 -0.004 -0.010 -0.003
C 7.033 1.053 0.251 0.002 0.007 0.002
C 6.664 1.982 1.210 0.000 0.001 -0.001
C 5.439 1.861 1.859 -0.027 0.036 -0.032
C 3.010 -1.053 3.295 0.055 0.044 0.054
C 2.269 -2.157 2.882 -0.055 0.008 -0.007
C 2.416 -3.392 3.497 -0.004 -0.019 0.026
C 3.305 -3.544 4.551 0.004 0.008 0.003
C 4.060 -2.457 4.974 -0.008 0.001 0.001
C 3.918 -1.230 4.344 0.005 -0.038 -0.005
C 2.569 1.998 3.571 -0.011 0.020 0.002
C 2.420 1.837 4.950 0.001 -0.025 -0.006
C 2.100 2.914 5.766 0.006 0.017 0.003
C 1.912 4.172 5.211 -0.007 -0.009 0.022
C 2.047 4.352 3.841 -0.018 0.009 -0.022
C 2.376 3.274 3.033 -0.035 0.000 -0.019
H 4.294 -0.931 0.328 0.006 -0.002 0.010
H 6.467 -0.727 -0.809 0.000 0.001 0.002
H 7.984 1.148 -0.258 -0.002 0.000 -0.001
H 7.326 2.804 1.454 0.000 -0.001 -0.001
H 5.156 2.599 2.602 0.006 -0.005 0.005
H 1.578 -2.054 2.052 -0.004 -0.010 0.005
H 1.843 -4.239 3.145 -0.040 -0.054 -0.030
H 3.419 -4.506 5.033 0.006 0.003 -0.002
H 4.766 -2.571 5.787 -0.002 -0.001 0.001
H 4.537 -0.399 4.666 0.001 -0.004 0.001
H 2.542 0.855 5.394 -0.003 0.003 0.001
H 1.992 2.770 6.834 0.001 0.000 0.001
H 1.656 5.012 5.845 0.002 0.000 0.000
H 1.883 5.327 3.400 0.004 0.001 -0.002
H 2.462 3.426 1.961 -0.002 0.004 -0.004
```
Forces are in eV/Å.

Values from the calculation:
- max |F| (eV/A) = 0.65
- ΔE to the lowest compared entry with this formula, charge and spin (eV) = 0.366
- lowest unoccupied orbital energy (alpha / beta) (eV) = -0.883 / -0.883



> Which formula does entry 1 have?

C53H51BCrN7OP2S2Sb